{"formula": "C43H64Br2F3I2N8O2PSi", "method": "ωB97M-V with the def2-TZVPD basis set", "lumo_ha": -0.005, "energy_ha": -8938.6897, "homo_ha": -0.29867, "homo_lumo_gap_ha": 0.293, "total_charge": 0, "mol_weight_g_mol": 1254.7, "species": ["C", "C", "O", "O", "C", "C", "C", "C", "C", "P", "C", "C", "C", "F", "C", "Br", "C", "C", "Br", "C", "I", "C", "C", "I", "C", "F", "F", "C", "C", "Si", "C", "C", "C", "C", "C", "C", "C", "C", "H", "H", "H", "H", "H", "H", "H", "H", "H", "H", "H", "H", "H", "H", "H", "H", "H", "H", "H", "H", "H", "H", "H", "H", "H", "H", "H", "H", "H", "H", "H", "H", "H", "H", "H", "H", "H", "H", "H", "H", "C", "C", "N", "H", "H", "H", "C", "C", "N", "H", "H", "H", "C", "C", "N", "H", "H", "H", "C", "C", "N", "H", "H", "H", "C", "C", "N", "H", "H", "H", "C", "C", "N", "H", "H", "H", "C", "C", "N", "H", "H", "H", "C", "C", "N", "H", "H", "H"], "xyz": [[-9.052, 1.190, -2.085], [-8.829, 0.072, -3.218], [-9.796, -0.644, -3.608], [-7.570, -0.157, -3.884], [-6.891, -1.306, -3.248], [-6.378, -0.777, -1.795], [-4.892, -1.370, -1.422], [-4.292, -0.478, -0.275], [-2.763, -0.140, -0.081], [-1.409, 0.106, -1.247], [-2.061, 1.301, -2.635], [-3.563, 1.259, -3.121], [-4.068, 0.495, -4.399], [-3.807, 2.665, -3.600], [-1.646, -1.341, -2.456], [-1.339, -1.222, -4.466], [-1.950, -2.710, -2.123], [-2.184, -3.252, -0.685], [-2.119, -4.158, -3.523], [-0.579, 1.687, -0.483], [0.305, 3.348, -1.715], [-0.330, 1.986, 0.886], [0.358, 3.370, 1.399], [-0.715, 0.659, 2.520], [0.410, -0.599, -1.136], [1.445, 0.375, -0.991], [0.855, -1.331, -2.304], [0.666, -1.640, 0.044], [2.107, -1.383, 0.780], [2.251, -2.680, 2.225], [4.058, -2.987, 2.779], [1.496, -4.389, 1.729], [1.280, -2.127, 3.801], [1.727, -0.923, 4.717], [0.873, -0.483, 5.960], [-0.472, -1.206, 6.343], [-0.898, -2.418, 5.454], [-0.054, -2.862, 4.215], [-10.163, 1.393, -1.951], [-8.665, 0.716, -1.102], [-8.461, 2.151, -2.266], [-7.666, -2.142, -3.175], [-6.040, -1.634, -3.931], [-7.096, -1.240, -1.029], [-6.402, 0.360, -1.837], [-5.145, -2.447, -1.080], [-4.360, -1.458, -2.414], [-4.890, 0.520, -0.315], [-4.685, -0.938, 0.718], [-2.417, -0.877, 0.746], [-2.820, 0.867, 0.507], [-2.215, 2.250, -1.973], [-1.303, 1.486, -3.458], [-4.379, 1.212, -2.305], [-4.154, -0.632, -4.377], [-3.411, 0.768, -5.312], [-5.117, 0.904, -4.671], [-3.320, -3.398, -0.499], [-1.760, -2.779, 0.232], [-1.788, -4.347, -0.658], [0.401, 3.438, 2.536], [1.455, 3.445, 1.041], [-0.254, 4.293, 1.059], [-0.085, -1.698, 0.885], [0.764, -2.717, -0.372], [2.140, -0.361, 1.312], [2.927, -1.527, 0.000], [4.072, -3.567, 3.782], [4.677, -2.041, 2.945], [4.590, -3.658, 2.021], [1.673, -5.159, 2.554], [0.385, -4.258, 1.490], [2.031, -4.705, 0.770], [2.690, -0.380, 4.413], [1.188, 0.409, 6.600], [-1.070, -0.828, 7.238], [-1.879, -2.949, 5.723], [-0.457, -3.736, 3.603], [5.436, 0.919, 2.490], [4.758, 0.972, 3.826], [4.220, 1.015, 4.878], [6.347, 1.521, 2.512], [5.696, -0.112, 2.246], [4.769, 1.312, 1.720], [1.608, -8.070, -1.030], [2.233, -7.473, 0.195], [2.726, -7.002, 1.160], [1.766, -9.149, -1.038], [0.536, -7.867, -1.036], [2.058, -7.636, -1.925], [-8.368, 4.118, 0.789], [-9.537, 3.231, 0.477], [-10.457, 2.533, 0.230], [-7.626, 3.564, 1.366], [-7.911, 4.470, -0.137], [-8.702, 4.979, 1.371], [2.955, 6.318, -3.821], [3.736, 6.147, -2.545], [4.350, 6.014, -1.544], [3.564, 6.015, -4.674], [2.059, 5.701, -3.792], [2.667, 7.364, -3.942], [4.678, -1.507, -3.392], [5.454, -1.690, -2.121], [6.063, -1.832, -1.118], [5.292, -1.797, -4.246], [3.780, -2.127, -3.371], [4.386, -0.461, -3.502], [6.841, 4.399, -4.949], [5.664, 3.514, -5.259], [4.736, 2.811, -5.506], [7.590, 3.838, -4.388], [7.288, 4.760, -5.877], [6.517, 5.254, -4.353], [3.784, 5.076, 5.267], [3.409, 4.449, 3.958], [3.115, 3.954, 2.927], [4.851, 5.304, 5.277], [3.220, 6.000, 5.411], [3.558, 4.390, 6.085], [9.047, -0.332, 4.391], [7.882, -1.216, 4.061], [6.963, -1.913, 3.801], [9.792, -0.896, 4.954], [9.501, 0.041, 3.473], [8.711, 0.514, 4.993]], "forces_ev_per_angstrom": [[0.8, -0.9, 0.0], [-3.1, -2.0, -1.9], [3.7, 2.9, 1.9], [-1.0, 0.0, 1.9], [-0.1, 0.5, 0.7], [0.4, -1.8, -0.5], [-2.2, -0.4, -0.7], [-1.7, 0.3, 0.1], [-0.8, 0.0, 3.7], [1.0, 2.2, -4.0], [-1.7, 1.5, 1.6], [-1.5, 0.8, -1.4], [-0.4, 0.4, -1.3], [0.7, -1.4, 0.8], [-1.7, -6.4, -0.9], [0.2, 0.7, 1.8], [0.8, 3.3, -0.1], [-1.1, -2.5, -0.2], [0.0, 1.1, 1.7], [0.8, 2.1, 5.0], [-0.5, -1.2, 0.3], [0.2, 1.4, -2.7], [-0.1, -0.3, 0.3], [0.2, 0.6, -0.4], [3.2, -1.9, 0.7], [-1.9, -1.1, -0.8], [-0.8, 1.5, 1.4], [1.5, -0.9, 0.9], [-0.9, -0.2, 0.0], [0.2, -0.7, 0.5], [0.6, -0.3, 0.5], [-0.1, 0.5, -0.4], [-3.0, 1.4, 3.8], [-3.1, -2.0, 0.6], [-1.3, -2.5, -1.9], [2.9, -1.2, -3.7], [2.5, 2.0, -0.5], [0.8, 2.8, 2.1], [1.6, -0.4, -0.4], [-0.6, 0.8, -1.6], [-0.8, -1.4, 0.1], [1.2, 1.0, 0.0], [-1.2, 0.6, 0.9], [0.9, 1.3, -0.9], [0.1, -1.5, 0.2], [0.8, 1.7, -0.5], [-0.1, 0.3, 1.5], [1.3, -1.5, -0.1], [1.0, 0.7, -1.5], [-0.2, 1.3, -1.6], [0.5, -1.7, -1.1], [0.8, -1.4, -1.4], [-1.1, -0.3, 1.1], [1.8, -0.3, -0.9], [0.4, 1.4, 0.3], [-0.9, -0.5, 1.7], [1.6, -0.6, 0.7], [1.8, 0.4, -0.4], [-0.2, 0.1, -1.3], [-0.5, 1.9, -0.1], [-0.2, -0.5, -1.5], [-2.0, -0.1, 0.4], [1.0, -1.6, 0.3], [0.4, 0.5, -1.2], [-0.5, 1.9, 0.3], [0.1, -1.3, -1.2], [-0.9, 0.5, 1.2], [-0.1, 1.0, -1.6], [-0.9, -1.4, -0.3], [-0.6, 1.0, 0.9], [-0.4, 1.1, -1.3], [1.4, -0.4, 0.4], [-0.8, 0.2, 1.4], [-1.9, -0.9, 0.9], [-0.3, -1.4, -1.1], [0.9, -0.8, -1.5], [1.7, 0.8, -0.6], [0.8, 1.4, 1.0], [-0.5, 0.0, 0.7], [-1.1, 0.2, 2.4], [2.0, 0.1, -3.5], [-0.1, 0.0, 0.1], [0.0, 0.1, 0.1], [0.0, 0.0, 0.2], [0.4, 0.4, 0.8], [1.2, 1.0, 2.2], [-1.5, -1.9, -3.3], [0.0, 0.1, 0.1], [0.1, 0.0, 0.0], [0.0, 0.0, 0.1], [-0.7, -0.6, -0.2], [-2.1, -1.5, -0.5], [3.0, 2.4, 0.9], [-0.1, 0.0, -0.1], [-0.1, -0.1, 0.1], [0.0, -0.1, -0.1], [0.6, -0.1, 0.9], [1.3, -0.3, 2.1], [-2.0, 0.4, -3.3], [0.0, 0.0, 0.1], [0.1, 0.0, 0.1], [0.1, -0.1, 0.1], [0.5, -0.1, 0.8], [1.4, -0.3, 2.3], [-2.0, 0.5, -3.3], [0.0, 0.0, 0.1], [0.1, 0.1, 0.1], [0.0, -0.1, 0.1], [-0.8, -0.6, -0.2], [-2.6, -2.0, -0.7], [3.7, 2.8, 1.0], [-0.1, 0.0, 0.0], [-0.1, -0.1, 0.1], [0.0, -0.1, 0.0], [-0.3, -0.4, -0.8], [-0.6, -1.1, -2.3], [1.1, 1.6, 3.4], [-0.1, -0.1, -0.1], [0.0, -0.1, -0.1], [0.0, 0.0, -0.2], [-0.7, -0.5, -0.2], [-2.0, -1.6, -0.6], [3.2, 2.4, 0.9], [-0.1, 0.0, -0.1], [-0.1, -0.1, 0.1], [0.0, -0.1, -0.1]]}


{"formula": "C43H64N6O18", "method": "ωB97M-V with the def2-TZVPD basis set", "smiles": "O=C1OCCO1.O=C1OCCO1.O=C1OCCO1.O=C1OCCO1.O=C1OCCO1.O=C1OCCO1.c1ccncc1.CCCC#N.CCCC#N.CCCC#N.CCCC#N.CCCC#N", "lumo_ha": -0.007, "energy_ha": -3359.5864, "homo_ha": -0.36594, "homo_lumo_gap_ha": 0.359, "total_charge": 0, "mol_weight_g_mol": 953.0, "species": ["O", "C", "O", "C", "C", "O", "H", "H", "H", "H", "O", "C", "O", "C", "C", "O", "H", "H", "H", "H", "O", "C", "O", "C", "C", "O", "H", "H", "H", "H", "O", "C", "O", "C", "C", "O", "H", "H", "H", "H", "O", "C", "O", "C", "C", "O", "H", "H", "H", "H", "O", "C", "O", "C", "C", "O", "H", "H", "H", "H", "C", "C", "C", "N", "C", "C", "H", "H", "H", "H", "H", "C", "C", "C", "C", "N", "H", "H", "H", "H", "H", "H", "H", "C", "C", "C", "C", "N", "H", "H", "H", "H", "H", "H", "H", "C", "C", "C", "C", "N", "H", "H", "H", "H", "H", "H", "H", "C", "C", "C", "C", "N", "H", "H", "H", "H", "H", "H", "H", "C", "C", "C", "C", "N", "H", "H", "H", "H", "H", "H", "H"], "xyz": [[5.794, 4.648, 2.662], [5.014, 3.709, 2.962], [3.736, 3.884, 3.271], [3.162, 2.715, 3.799], [4.320, 1.769, 3.713], [5.378, 2.472, 3.088], [2.701, 2.840, 4.779], [2.383, 2.426, 3.094], [3.895, 0.955, 3.125], [4.613, 1.460, 4.717], [-0.490, 5.522, -1.227], [-0.016, 5.634, -0.112], [0.283, 6.808, 0.501], [0.832, 6.558, 1.755], [1.238, 5.123, 1.728], [0.413, 4.654, 0.725], [1.693, 7.226, 1.779], [0.044, 6.819, 2.462], [0.994, 4.699, 2.702], [2.320, 5.119, 1.597], [-5.591, 2.259, -3.386], [-5.005, 3.060, -2.679], [-4.453, 2.760, -1.498], [-3.870, 3.888, -0.961], [-4.347, 5.129, -1.752], [-4.870, 4.333, -2.883], [-4.015, 3.944, 0.118], [-2.794, 3.946, -1.122], [-3.476, 5.653, -2.145], [-5.027, 5.640, -1.070], [0.178, -0.961, -2.124], [-0.340, -0.166, -1.308], [-1.144, 0.892, -1.567], [-1.259, 1.671, -0.369], [-0.209, 1.150, 0.594], [-0.042, -0.132, -0.033], [-1.093, 2.708, -0.662], [-2.230, 1.469, 0.082], [-0.499, 0.936, 1.622], [0.709, 1.716, 0.750], [4.434, 0.513, -2.716], [4.223, 0.548, -1.503], [5.171, 0.374, -0.543], [4.615, 0.039, 0.722], [3.237, 0.590, 0.454], [2.963, 0.641, -0.985], [4.640, -0.984, 1.097], [5.202, 0.507, 1.512], [3.077, 1.633, 0.729], [2.539, -0.029, 1.017], [-1.978, 3.162, 2.383], [-1.818, 2.921, 3.540], [-0.796, 3.340, 4.235], [-0.682, 2.504, 5.325], [-2.001, 1.826, 5.529], [-2.558, 1.989, 4.241], [0.256, 1.970, 5.172], [-0.580, 3.197, 6.160], [-2.504, 2.237, 6.405], [-1.818, 0.777, 5.763], [-3.895, -2.326, 1.038], [-3.703, -3.634, 1.579], [-3.234, -3.696, 2.948], [-3.059, -2.588, 3.769], [-3.148, -1.393, 3.141], [-3.549, -1.203, 1.802], [-4.141, -2.153, 0.000], [-4.014, -4.435, 0.925], [-3.164, -4.673, 3.402], [-2.956, -0.498, 3.714], [-3.616, -0.223, 1.351], [0.787, 1.810, -5.772], [1.445, 1.686, -4.325], [1.246, 3.009, -3.603], [2.048, 4.008, -4.278], [2.626, 4.770, -4.939], [1.336, 2.353, -6.541], [-0.200, 2.274, -5.749], [0.596, 0.821, -6.189], [2.505, 1.456, -4.436], [0.683, 0.964, -4.035], [1.639, 3.003, -2.587], [0.204, 3.328, -3.568], [0.604, -5.886, 0.015], [0.201, -4.400, 0.105], [1.330, -3.450, 0.431], [2.350, -4.026, 1.260], [3.147, -4.483, 1.996], [-0.100, -6.418, -0.626], [0.829, -6.409, 0.944], [1.557, -5.997, -0.503], [-0.675, -4.235, 0.733], [-0.103, -4.104, -0.899], [0.968, -2.511, 0.850], [1.813, -3.088, -0.477], [1.507, -3.701, 6.238], [1.362, -3.782, 4.623], [0.205, -2.917, 4.035], [0.346, -1.481, 4.066], [0.470, -0.314, 4.042], [1.188, -2.730, 6.618], [2.544, -3.973, 6.438], [0.801, -4.444, 6.608], [1.236, -4.804, 4.266], [2.351, -3.487, 4.270], [-0.730, -3.055, 4.578], [0.063, -3.085, 2.968], [1.119, -3.290, -4.369], [1.495, -4.711, -3.983], [0.518, -5.694, -4.487], [-0.775, -5.327, -3.798], [-1.787, -5.134, -3.254], [1.137, -3.003, -5.421], [1.827, -2.506, -4.100], [0.137, -3.031, -3.975], [1.566, -4.809, -2.900], [2.518, -4.893, -4.311], [0.815, -6.699, -4.189], [0.430, -5.619, -5.571], [-1.710, -0.912, -5.636], [-2.556, -1.938, -4.969], [-3.266, -1.435, -3.763], [-4.351, -2.276, -3.249], [-5.278, -2.840, -2.738], [-2.456, -0.241, -6.061], [-1.081, -1.268, -6.452], [-1.183, -0.334, -4.877], [-1.796, -2.640, -4.626], [-3.239, -2.367, -5.702], [-3.789, -0.517, -4.034], [-2.546, -1.083, -3.024]], "forces_ev_per_angstrom": [[-3.1, -3.4, 0.7], [3.4, 5.6, -1.0], [-0.7, 1.7, 0.3], [-0.7, 0.2, -0.9], [-0.8, -1.5, 1.0], [0.2, -2.1, 0.1], [0.4, 0.3, 0.1], [-0.3, -0.1, 0.2], [1.1, -0.5, 0.0], [0.3, -0.3, -0.3], [0.6, -0.3, 2.5], [0.5, 0.9, -1.0], [-1.1, -0.3, -2.3], [0.3, 1.9, 0.7], [0.2, 1.3, 1.8], [-0.7, -2.3, -2.0], [-0.1, 0.1, 0.8], [0.4, -0.1, 0.5], [0.0, -0.6, -0.3], [-0.1, -0.9, -0.8], [1.4, 1.5, 1.1], [-1.6, -2.3, -0.4], [-0.1, -1.4, 0.4], [2.2, 1.9, 1.2], [0.4, -3.3, 0.1], [-0.9, 3.6, -1.2], [-0.3, -0.1, -0.1], [0.2, -0.9, 0.1], [-0.6, 0.5, 0.2], [-0.6, 0.5, -1.3], [-2.6, 2.4, 2.5], [2.0, -0.9, -3.0], [0.5, -0.7, -0.5], [-0.5, 1.0, 0.5], [-0.5, -0.8, 0.0], [2.0, -1.5, 1.9], [-0.3, -0.1, 0.2], [-0.2, 0.4, -0.3], [-0.7, 0.1, -0.2], [0.3, 0.0, -1.0], [-0.3, 0.5, 3.5], [0.1, -1.1, -3.7], [0.9, -0.6, -0.9], [-0.2, 1.2, -0.3], [-2.0, 0.6, 1.3], [2.0, -0.9, 1.6], [-0.1, -0.7, -1.3], [-0.2, 0.8, -0.4], [0.4, 0.0, 0.6], [-0.6, 0.1, -0.6], [-0.7, 0.3, 0.0], [-0.8, -1.6, -1.6], [-0.1, 1.2, -0.9], [2.0, 1.3, 3.2], [1.3, -1.2, 0.1], [-0.7, 0.8, -0.5], [-0.5, -0.8, 0.3], [0.7, -0.2, 0.3], [-0.8, 0.4, -0.7], [-0.3, -0.2, -0.4], [1.3, -0.3, 0.9], [0.2, 2.5, 1.4], [-1.5, 1.4, -1.1], [0.3, -0.9, -2.5], [-0.6, -0.4, -0.5], [0.0, -1.4, 0.4], [-0.4, -0.4, -0.1], [0.4, -0.6, 0.5], [0.2, 0.0, 0.3], [0.1, -0.1, 0.4], [0.0, 0.2, 0.2], [0.5, 0.1, -0.3], [-2.2, 0.7, -2.7], [0.6, -0.1, 0.6], [0.7, 1.8, -1.7], [-0.7, -1.1, 1.2], [0.3, 0.2, 0.3], [-0.1, 0.1, 0.4], [0.2, -0.2, 0.1], [-0.3, -0.7, 0.5], [1.1, -0.6, 1.5], [-0.2, -0.3, 0.3], [0.0, 0.0, 0.0], [0.5, 0.3, -0.4], [-0.3, -0.8, -0.8], [0.1, 0.8, -0.5], [2.7, -1.3, 3.0], [-2.1, 1.2, -2.2], [-0.2, -0.2, 0.4], [-0.6, 0.2, 0.2], [0.2, 0.3, -0.3], [0.1, -0.1, 0.2], [-0.4, 0.0, 0.0], [-0.1, 0.0, 0.4], [0.1, -0.2, -0.3], [-1.1, -0.8, -2.5], [0.4, 1.1, 1.5], [0.4, -0.3, 0.3], [1.1, 3.3, 0.2], [-0.3, -2.5, 0.0], [0.4, 0.1, 0.0], [-0.3, 0.2, 0.5], [0.3, 0.0, 0.5], [-0.2, 0.0, 0.3], [-0.3, 0.3, -0.5], [-0.2, -0.6, -0.2], [-0.3, -0.6, 0.0], [0.1, 1.2, -0.1], [1.9, 1.6, 0.2], [-1.3, -0.1, 0.5], [-1.4, -0.9, 0.0], [1.8, -0.1, -0.8], [-0.5, -1.1, -0.6], [0.1, -0.3, 1.1], [0.1, 0.2, 0.1], [-0.2, 0.2, 0.2], [0.0, -0.4, -0.3], [-0.3, -0.1, -0.1], [-0.3, -0.2, 0.1], [-1.1, 1.7, -0.3], [1.4, -1.8, -0.3], [-0.9, 1.2, -0.1], [-3.7, -2.4, 2.9], [4.2, 2.4, -2.4], [0.4, 0.6, -0.4], [0.1, -0.1, 0.3], [0.5, -0.1, -0.2], [-0.7, -0.9, 0.0], [0.0, -0.4, 0.2], [-0.2, 0.3, -0.1], [-0.1, -0.5, 0.4]]}